# 1
Entry from the OMol25 dataset: a 3-piece molecular cluster, C17H32O10P2 overall in a non-equilibrium geometry (ωB97M-V/def2-TZVPD).

The charge is 0. As for the LUMO energy: -0.130 Ha.

XYZ file:
```
61
C17H32O10P2, DFT ωB97M-V/def2-TZVPD
C 4.16793 -0.01183 2.18260
C 3.02632 1.15769 2.05265
C 2.48183 1.37583 0.50565
C 1.53759 0.08574 0.02226
C 0.08344 0.30274 0.76793
C -0.37836 -0.38979 2.00334
C 0.57204 -1.49980 2.75065
C -1.88253 0.04537 2.58966
O -2.71074 -0.79159 3.22533
C -2.26943 1.65610 2.36300
C -1.78508 2.36579 1.11155
C -0.91758 1.44242 0.06319
O -0.91596 1.54354 -1.26826
H 4.65591 -0.14252 1.12019
H 4.97408 0.32456 2.98350
H 3.76771 -1.05479 2.53131
H 3.52158 2.19504 2.37190
H 2.11750 0.97202 2.78811
H 1.72557 2.29702 0.56637
H 3.32148 1.63702 -0.26662
H 1.42777 0.17990 -1.16016
H 2.03909 -0.95246 0.22384
H 0.70814 -1.29938 3.90957
H 0.00794 -2.54503 2.67817
H 1.62901 -1.61473 2.26031
H -2.90037 2.23687 3.15924
H -2.00598 3.50329 0.93224
C -6.65522 5.64931 -3.86187
O -6.40108 5.77498 -2.47068
P -5.05442 4.92874 -1.79010
O -4.11861 5.71298 -2.71960
O -5.55869 3.53279 -2.50512
C -6.55858 2.80999 -1.81578
O -3.70771 4.08254 -1.10945
C -2.63499 3.70846 -1.95967
H -6.87948 6.63931 -4.26600
H -5.81237 5.22376 -4.41349
H -7.52897 5.00919 -3.99803
H -7.28484 2.43790 -2.54107
H -7.07999 3.43908 -1.08807
H -6.10135 1.96324 -1.30159
H -1.97029 4.56249 -2.11744
H -2.99724 3.32589 -2.91713
H -2.06247 2.92050 -1.46212
C 4.98722 -5.59799 1.97604
O 5.29082 -4.58302 1.03080
P 4.04776 -4.05087 -0.04828
O 3.21182 -3.61564 1.16272
O 3.72128 -5.61309 -0.45706
C 4.55305 -6.18052 -1.44883
O 2.80470 -3.51862 -1.12738
C 1.44872 -3.70972 -0.75544
H 5.40909 -5.31173 2.94237
H 3.91294 -5.76490 2.09359
H 5.45795 -6.52734 1.64975
H 4.79391 -7.20539 -1.15972
H 5.48548 -5.61913 -1.56103
H 4.02078 -6.19378 -2.40117
H 1.13704 -2.91928 -0.06685
H 1.29188 -4.69224 -0.30337
H 0.83298 -3.63684 -1.65641
```

Löwdin atomic charge list, values in e, 2 entries:
1 C -0.14
2 C -0.25

# 2
Entry from the OMol25 dataset: C17H33Al2Be2BrCl2F13LiN3O8PS2 as an isolated structure in a non-equilibrium geometry (ωB97M-V/def2-TZVPD).

The charge is +2. As for the LUMO energy: -0.401 Ha.

XYZ file:
```
85
C17H33Al2Be2BrCl2F13LiN3O8PS2, DFT ωB97M-V/def2-TZVPD
C 8.72826 -1.52593 -1.44321
C 8.04913 -2.58771 -2.31254
O 8.71269 -3.26527 -2.98881
O 6.69343 -2.69479 -2.20096
C 6.06044 -3.03771 -3.43189
C 4.80445 -2.15020 -3.66401
C 3.48270 -2.95631 -3.80569
Al 2.05601 -2.30441 -2.44448
N 0.75763 -1.14329 -3.19836
C 0.92651 0.06997 -3.14256
C 0.73235 0.87625 -4.46252
C 1.25650 0.84001 -1.84253
C 0.94373 -3.98693 -1.94469
Cl -0.73257 -3.62080 -2.43745
C 0.91940 -4.25235 -0.40686
C 0.59305 -2.99073 0.41351
Cl -0.43195 -5.43505 -0.05418
H 9.07484 -0.67932 -2.04752
H 8.04026 -1.16139 -0.66830
H 9.59981 -1.94180 -0.92702
H 5.79343 -4.10554 -3.38703
H 6.72195 -2.89074 -4.29682
H 4.70078 -1.49718 -2.77924
H 4.96855 -1.52283 -4.55042
H 3.66065 -4.03925 -3.70119
H 3.11760 -2.82925 -4.83987
H 2.80443 -1.73294 -1.16591
H 1.09383 1.90388 -4.35170
H 1.14476 0.36468 -5.33563
H -0.35905 0.96138 -4.60894
H 2.17558 0.50167 -1.35296
H 0.37235 0.78051 -1.18810
H 1.37849 1.90832 -2.06140
H 1.27790 -4.87665 -2.48927
H 1.82243 -4.78065 -0.07881
H -0.45814 -2.72181 0.20570
H 1.23158 -2.12817 0.17526
H 0.73716 -3.22284 1.49545
Be -0.67210 -3.33764 2.84093
F -5.45461 -2.19846 0.11909
P -3.94600 -2.28417 -0.45684
F -2.45936 -2.92225 -0.17633
F -3.56957 -2.44929 -2.04615
F -4.45870 -3.87176 -0.56308
F -3.48726 -1.54513 0.93372
F -4.19762 -0.75475 -1.02448
Li -4.94660 -4.94206 -2.11665
O -7.72303 -3.85046 -1.70719
H -8.27604 -3.25791 -1.23835
Al -9.93075 -3.99720 -1.39474
F -2.83549 0.46736 -2.09030
C -2.55783 2.16429 0.74403
C -1.81987 3.49859 0.81762
C -2.77624 4.72282 0.78156
O -3.30181 5.00000 -0.52979
C -4.35183 4.20095 -0.92654
N -0.80586 3.53577 -0.25319
H -2.88754 1.91477 -0.27017
H -1.90035 1.35697 1.06514
H -3.43170 2.15982 1.39806
H -1.29716 3.52816 1.77717
H -2.21230 5.61144 1.06673
H -3.58034 4.62292 1.51255
H -4.98943 3.92972 -0.07208
H -3.95273 3.21137 -1.45042
H -4.95822 4.73161 -1.65246
H -0.23190 4.36910 -0.15106
H -1.28730 3.68462 -1.12690
C -1.99542 1.26857 5.83918
F -2.35483 0.47353 4.82548
F -3.09956 1.84576 6.31216
F -1.51111 0.49297 6.80985
S -0.76594 2.51379 5.30396
O -1.43589 3.27644 4.28763
O 0.35920 1.74552 4.85250
N -0.59141 3.24101 6.70591
S 0.44062 4.46782 6.71495
O 0.01472 5.62861 5.99082
O 1.81699 4.10975 6.54717
C 0.26557 4.90797 8.48231
F 0.60251 3.88395 9.26980
F -0.99587 5.23350 8.77558
F 1.03717 5.93789 8.79915
Br -3.02722 3.90530 -2.91356
Be -2.91084 -6.35647 -3.09174
```

Löwdin atomic charge list, values in e, 2 entries:
1 C 0.03
2 C -0.55

# 3
Entry from the OMol25 dataset: C17H33BBeN6Si2 as an isolated structure in a non-equilibrium geometry (ωB97M-V/def2-TZVPD).

The charge is 0. As for the LUMO energy: 0.008 Ha.

XYZ file:
```
60
C17H33BBeN6Si2, DFT ωB97M-V/def2-TZVPD
H 2.09132 -2.53190 2.60556
N 2.28023 -1.40288 0.82478
B 3.13257 -0.08716 -1.13307
N 3.35147 -1.15241 0.00112
C 4.44286 -1.82467 0.42356
Be 0.15172 1.12373 -0.59921
H 5.37069 -1.76113 -0.12556
C 4.09508 -2.51801 1.58573
H 4.71569 -3.14665 2.19305
C 2.73659 -2.20804 1.79787
H 4.13388 0.03858 -1.77755
C -0.28145 2.68922 -1.32571
H -0.56639 3.01368 -0.32098
H -1.12106 3.01222 -1.95678
H 0.59841 3.24436 -1.67075
N 2.79163 1.21369 -0.36219
N 1.96009 -0.59629 -1.99126
N 1.50835 1.52051 0.07790
N 0.64021 -0.30693 -1.71775
C 3.66777 2.08939 0.16138
C 2.03447 -1.45144 -3.02944
H 4.70907 2.04661 -0.12493
H 2.99991 -1.75516 -3.40903
C 2.98011 2.94173 1.01948
C 0.74208 -1.75105 -3.43361
C 1.65149 2.52833 0.98499
C -0.10264 -1.02732 -2.58496
H 3.38758 3.75896 1.58661
H 0.44414 -2.39223 -4.24217
H 0.80742 2.92530 1.53627
H -1.18617 -1.01838 -2.56631
H -0.16983 1.51161 -1.67395
C -0.68220 -2.32165 1.12163
Si -1.15768 -0.61561 1.74107
C -2.77738 -0.85563 2.71855
C 0.07574 -0.02329 3.03366
C -1.25113 0.65604 0.36021
Si -2.89911 0.45032 -0.56323
C -4.25288 1.36176 0.38524
C -2.94635 1.19446 -2.30368
C -3.43756 -1.33682 -0.85229
H -0.55911 -3.00388 1.97760
H 0.28823 -2.25082 0.60831
H -1.41288 -2.76282 0.43390
H -2.57558 -1.55485 3.54558
H -3.12034 0.08838 3.16477
H -3.60614 -1.27451 2.13351
H 0.85114 0.61093 2.58527
H -0.43746 0.56128 3.81081
H 0.57859 -0.87092 3.52004
H -1.39619 1.61163 0.93422
H -3.85958 1.90143 1.25624
H -4.72059 2.09501 -0.28857
H -5.03460 0.66919 0.72635
H -3.75935 0.70812 -2.86426
H -3.17026 2.26853 -2.24984
H -2.02325 1.06153 -2.88123
H -2.61593 -1.98711 -1.17891
H -3.90764 -1.78667 0.03147
H -4.18777 -1.32030 -1.65949
```

Löwdin atomic charge list, values in e, 2 entries:
1 H 0.09
2 N 0.06